Density functional theory data (wB97M-V/def2-TZVPD) for a molecular structure, C4H4MnO2 in a non-equilibrium geometry.

Output
multiplicity	7
⟨S²⟩	12.1047
LUMO level (alpha / beta)	-15.87 / -16.77	eV
HOMO (alpha / beta)	-24.611 / -24.548	eV
total charge	+3
energy relative to the best compared isomer or geometry (same formula, charge and spin)	5.5204	eV
Kohn-Sham gap (alpha / beta)	8.744 / 7.774	eV

Last column: Löwdin charge in e.
Cartesian coordinates (Å):
O (-2.9394, 0.7364, -0.2804)  0.289
C (-2.1711, -0.2051, -0.1889)  0.068
C (-0.9195, -0.1267, -0.5078)  0.258
C (0.4379, -0.5764, -0.4758)  -0.158
C (1.4805, 0.3826, -0.0022)  0.079
H (0.7291, -1.3428, -1.1987)  0.213
H (2.4768, 0.2612, -0.4270)  0.179
H (1.1806, 1.3609, 0.3735)  0.169
H (-2.1251, 1.4910, -0.6947)  0.373
Mn (0.8005, -1.2677, 2.5969)  1.723
O (1.0496, -0.7133, 0.8050)  -0.195

Forces on the atoms, in the same order (eV/Å):
-0.3 4.7 -1.1
2.3 0.5 -1.1
2.0 -3.3 0.7
0.3 0.6 -1.4
0.4 1.0 -1.5
0.0 0.0 0.0
0.0 0.1 0.2
0.1 -0.1 -0.1
-4.9 -1.5 1.2
0.3 -0.8 1.6
-0.1 -1.0 1.5

***

Density functional theory data (wB97M-V/def2-TZVPD) for a gas-phase ion, C4H4N (charge +1) in a non-equilibrium geometry.

Output
structure (SMILES)	C#CC[N+]#C
LUMO level	-5.04	eV
HOMO	-15.128	eV
total charge	+1
energy relative to the best compared isomer or geometry (same formula, charge and spin)	1.1052	eV
Kohn-Sham gap	10.090	eV

Last column: Löwdin charge in e.
Cartesian coordinates (Å):
C (-2.4462, 0.4069, -0.1334)  0.121
C (2.1745, 0.8390, 0.0049)  0.360
C (-1.3109, 0.1093, 0.0411)  0.011
C (0.1966, -0.6993, 0.0373)  -0.055
N (1.2892, 0.1364, 0.0141)  0.106
H (-3.2770, 0.9546, 0.0684)  0.025
H (3.0027, 1.4732, -0.2425)  0.153
H (0.3941, -1.3615, -0.7954)  0.146
H (0.3695, -1.1334, 1.0019)  0.134

Forces on the atoms, in the same order (eV/Å):
1.0 0.1 0.4
0.1 0.0 -0.7
5.9 -3.2 -0.6
-4.2 1.3 0.5
1.1 2.4 -0.3
-2.4 0.9 -0.1
0.2 0.2 0.4
-0.8 -0.5 -0.1
-0.8 -1.1 0.5

***

Density functional theory data (wB97M-V/def2-TZVPD) for 2 unconnected molecules or ions with the total composition C4H4N2.

Output
structure (SMILES)	C1=C=NC=NC=1.[H][H]
LUMO level	-0.01	eV
HOMO	-10.062	eV
total charge	0
energy relative to the best compared isomer or geometry (same formula, charge and spin)	4.4297	eV
Kohn-Sham gap	10.056	eV

Last column: Löwdin charge in e.
Cartesian coordinates (Å):
C (1.0911, 0.7925, 0.2703)  0.016
C (0.4842, -0.1426, -0.3495)  -0.175
N (-0.5464, -0.8393, -0.5432)  0.138
C (-1.4450, -0.3290, 0.3664)  -0.180
N (-1.1711, 0.6603, 1.1930)  0.069
C (0.0587, 1.2130, 1.1555)  -0.160
H (2.1428, -1.3035, -1.9212)  0.038
H (1.5822, -1.2850, -2.4070)  0.039
H (-2.4251, -0.7907, 0.3764)  0.117
H (0.2285, 2.0243, 1.8591)  0.097

Forces on the atoms, in the same order (eV/Å):
-0.1 -0.3 -0.2
-0.2 0.1 0.2
0.4 0.2 0.1
-0.1 0.1 0.1
0.1 -0.1 -0.2
-0.1 0.1 0.2
0.1 0.0 0.0
0.0 0.0 0.0
0.1 0.1 0.0
0.0 -0.1 -0.1

***

Density functional theory data (wB97M-V/def2-TZVPD) for a molecular structure, C4H4N2 in a non-equilibrium geometry.

Output
LUMO level	0.71	eV
HOMO	-9.123	eV
total charge	0
energy relative to the best compared isomer or geometry (same formula, charge and spin)	7.5761	eV
Kohn-Sham gap	9.832	eV

Last column: Löwdin charge in e.
Cartesian coordinates (Å):
C (-1.0847, 0.3655, 0.2730)  -0.243
C (-2.0496, -0.0583, 1.0334)  0.116
C (-0.2288, -0.5630, 1.4452)  0.000
C (0.7870, -0.1346, 0.5909)  -0.122
N (0.1617, 0.5979, -0.3934)  -0.169
N (0.0461, 0.5269, -1.7720)  0.074
H (-0.2803, -1.0070, 2.4251)  0.089
H (1.7542, -0.3663, 0.6172)  0.065
H (0.1690, -0.4671, -1.9650)  0.100
H (0.7255, 1.1062, -2.2544)  0.092

Forces on the atoms, in the same order (eV/Å):
-0.5 -0.2 0.9
2.0 0.3 -1.0
0.7 1.7 -2.5
-3.2 -2.0 1.7
-3.8 1.7 1.9
0.6 -1.3 -0.4
0.0 0.3 -0.1
3.9 -0.6 0.1
0.0 0.3 -0.9
0.1 -0.2 0.3

***

Density functional theory data (wB97M-V/def2-TZVPD) for a single C4H4N2 molecule in a non-equilibrium geometry.

Output
structure (SMILES)	N#C[C@@H]1C=C1N
LUMO level	0.71	eV
HOMO	-9.156	eV
total charge	0
energy relative to the best compared isomer or geometry (same formula, charge and spin)	2.3164	eV
Kohn-Sham gap	9.863	eV

Last column: Löwdin charge in e.
Cartesian coordinates (Å):
N (1.2967, 1.1801, -0.1000)  0.141
C (-0.3480, -0.8881, 0.2010)  -0.227
C (0.2313, 0.4785, 0.3399)  -0.316
C (-0.9447, 0.3283, 0.8657)  0.050
C (-0.8110, -1.3128, -1.1226)  -0.195
N (-1.1567, -1.6248, -2.1830)  0.126
H (1.3589, 2.1609, 0.1143)  0.102
H (2.1670, 0.6911, -0.2313)  0.105
H (0.0498, -1.7172, 0.7924)  0.118
H (-1.8433, 0.7041, 1.3235)  0.097

Forces on the atoms, in the same order (eV/Å):
0.0 0.0 0.0
0.1 -0.3 0.0
-0.2 0.0 0.1
0.2 0.2 -0.1
-0.3 -0.2 -0.9
0.3 0.3 1.0
0.0 -0.1 0.1
-0.1 0.0 -0.1
-0.1 0.1 -0.1
0.1 -0.1 -0.1

***

Density functional theory data (wB97M-V/def2-TZVPD) for a single C4H4N2 molecule in a non-equilibrium geometry.

Output
structure (SMILES)	C#CC(N)=C=N
LUMO level	0.75	eV
HOMO	-8.551	eV
total charge	0
energy relative to the best compared isomer or geometry (same formula, charge and spin)	3.6108	eV
Kohn-Sham gap	9.304	eV

Last column: Löwdin charge in e.
Cartesian coordinates (Å):
N (1.3624, -0.8580, 0.2697)  0.058
C (0.1439, -0.2392, -0.1573)  -0.382
C (-0.0818, 1.1682, -0.1944)  -0.108
C (-0.2670, 2.3591, -0.1794)  0.116
C (-0.8656, -1.0500, -0.3819)  -0.117
N (-1.8159, -1.8237, -0.3001)  0.158
H (1.9880, -1.0068, -0.5109)  0.077
H (1.8208, -0.2630, 0.9503)  0.081
H (-1.8775, -1.7010, 0.7235)  0.093
H (-0.4072, 3.4143, -0.2194)  0.024

Forces on the atoms, in the same order (eV/Å):
0.3 0.2 -0.1
-0.1 0.0 -0.2
0.1 0.6 -0.1
0.1 -0.3 -0.1
0.0 0.0 0.0
0.7 0.5 0.3
0.2 0.1 0.0
0.0 -0.1 -0.1
-1.3 -0.8 0.2
0.0 -0.1 0.1

***

Density functional theory data (wB97M-V/def2-TZVPD) for a single C4H4N2 molecule in a non-equilibrium geometry.

Output
structure (SMILES)	[H]/N=C/N=C=C=C
LUMO level	-0.18	eV
HOMO	-9.123	eV
total charge	0
energy relative to the best compared isomer or geometry (same formula, charge and spin)	3.4708	eV
Kohn-Sham gap	8.941	eV

Last column: Löwdin charge in e.
Cartesian coordinates (Å):
C (-1.7747, -0.5765, 0.2010)  -0.299
C (2.4926, 0.7161, -0.0638)  0.027
N (-0.6557, -1.3418, -0.3433)  0.116
N (-2.2605, 0.4297, -0.3903)  0.103
C (0.3446, -0.6765, -0.1143)  -0.170
C (1.4630, -0.0804, 0.0980)  -0.064
H (-3.2296, 0.6351, -0.1397)  0.052
H (-2.2819, -1.2006, 0.9458)  0.111
H (3.4053, 0.3636, -0.5255)  0.060
H (2.4968, 1.7312, 0.3320)  0.064

Forces on the atoms, in the same order (eV/Å):
-1.9 -1.3 -1.3
0.0 0.0 0.6
-1.2 1.3 0.9
0.4 -0.6 -0.2
3.0 0.2 0.4
-1.0 0.0 -1.0
0.5 0.2 0.7
0.0 0.4 0.2
0.1 0.0 -0.1
0.0 -0.1 -0.1

***

Density functional theory data (wB97M-V/def2-TZVPD) for a single C4H4N2 molecule in a non-equilibrium geometry.

Output
LUMO level	0.07	eV
HOMO	-8.289	eV
total charge	0
energy relative to the best compared isomer or geometry (same formula, charge and spin)	2.9267	eV
Kohn-Sham gap	8.359	eV

Last column: Löwdin charge in e.
Cartesian coordinates (Å):
C (-1.2181, -0.0187, -0.2629)  -0.124
C (-0.6828, 1.2421, -0.6167)  -0.097
N (0.6226, 1.3322, -0.3649)  -0.062
N (1.5206, 0.4383, 0.1645)  0.078
C (0.9531, -0.7041, 0.4873)  -0.140
C (-0.4328, -0.9816, 0.2904)  -0.061
H (-2.2731, -0.1476, -0.4663)  0.083
H (0.7703, 2.2652, -0.7258)  0.113
H (1.5871, -1.4829, 0.9234)  0.109
H (-0.8470, -1.9430, 0.5711)  0.100

Forces on the atoms, in the same order (eV/Å):
-0.2 -0.3 0.1
-0.6 -0.2 0.0
-0.9 -0.2 -0.2
-0.9 0.4 -0.3
-0.1 0.2 -0.1
0.0 0.2 -0.1
0.0 -0.4 0.2
2.4 -0.1 0.6
0.0 0.5 -0.2
0.2 0.0 0.0

***

Density functional theory data (wB97M-V/def2-TZVPD) for a single C4H4N2 molecule in a non-equilibrium geometry.

Output
structure (SMILES)	C#C[C@H](N)C#N
LUMO level	0.62	eV
HOMO	-10.455	eV
total charge	0
energy relative to the best compared isomer or geometry (same formula, charge and spin)	2.3926	eV
Kohn-Sham gap	11.076	eV

Last column: Löwdin charge in e.
Cartesian coordinates (Å):
N (-1.2834, -0.7979, -0.4200)  0.046
C (-0.4137, 0.1334, 0.2902)  -0.415
C (1.0395, -0.0755, 0.0993)  -0.091
C (2.2041, -0.3744, 0.0313)  0.127
C (-0.8265, 1.5416, 0.1154)  -0.175
N (-1.1687, 2.6433, 0.1826)  0.157
H (-1.2543, -0.6558, -1.4250)  0.085
H (-0.9439, -1.7404, -0.2456)  0.085
H (-0.6173, 0.0111, 1.3603)  0.150
H (3.2433, -0.6241, -0.0120)  0.033

Forces on the atoms, in the same order (eV/Å):
0.1 0.0 -0.1
0.0 0.1 0.3
0.5 -0.1 0.0
-0.5 0.2 0.0
-0.3 1.0 0.1
0.3 -1.0 -0.3
0.1 0.1 0.1
-0.1 0.1 0.0
0.1 -0.3 0.0
-0.2 0.1 -0.1

***

Density functional theory data (wB97M-V/def2-TZVPD) for a molecular structure, C4H4N2.

Output
LUMO level	-0.05	eV
HOMO	-9.414	eV
total charge	0
energy relative to the best compared isomer or geometry (same formula, charge and spin)	5.1082	eV
Kohn-Sham gap	9.366	eV

Last column: Löwdin charge in e.
Cartesian coordinates (Å):
C (-0.6956, 0.1559, 0.5842)  -0.081
C (-0.4230, 1.2607, -0.4057)  -0.162
N (0.8329, 1.3112, -0.6664)  0.049
N (1.1491, 0.4427, 0.4165)  0.021
C (1.1022, -0.8665, -0.0769)  -0.140
C (-0.1565, -1.1684, 0.3426)  -0.099
H (-1.6156, 0.2580, 1.1801)  0.110
H (-1.1558, 1.9305, -0.8404)  0.101
H (1.6445, -1.2141, -0.9507)  0.110
H (-0.6823, -2.1101, 0.4166)  0.091

Forces on the atoms, in the same order (eV/Å):
0.1 0.0 0.1
0.0 0.1 -0.4
-0.4 0.1 0.1
-0.2 -0.1 0.3
-0.3 -0.1 -0.1
-0.1 -0.2 -0.3
0.7 0.2 0.4
0.0 -0.1 -0.1
0.3 0.0 0.4
-0.1 0.0 -0.2